Molecular formula: C6H12ClNSi
Method: DFT, wB97M-V/def2-TZVPD

Atoms and positions in Å:
1 C -0.85400 0.58493 2.27221
2 C 2.36588 -0.10227 1.89373
3 C -0.81806 -0.21410 1.14832
4 C 2.30881 1.25334 1.81612
5 C -0.18612 -1.65042 -1.69421
6 C -1.33322 -0.13371 -3.12476
7 N -1.07035 -0.65868 -1.78175
8 Si -1.89438 -0.10639 -0.41510
9 Cl -2.03957 1.98236 -0.74085
10 H -0.23758 0.45478 3.15221
11 H -1.57244 1.29577 2.46170
12 H 3.01780 -0.91225 1.40890
13 H 1.73493 -0.54834 2.65035
14 H 0.06920 -0.97069 1.26026
15 H 1.74064 1.92848 2.40812
16 H 2.79005 1.79632 1.08927
17 H 0.22876 -2.00726 -0.79906
18 H 0.03665 -2.21494 -2.61309
19 H -0.72178 0.76266 -3.42834
20 H -1.25913 -0.83745 -3.90279
21 H -2.30613 0.29786 -3.06125

Forces on atoms 1 to 6 (eV/Å):
0.402 -2.756 -2.005
0.388 0.624 0.564
2.225 -0.004 2.120
0.191 -3.050 0.059
-0.114 -0.301 -2.360
-0.013 2.219 0.716

Properties
**Electronic energy**: -28303.349 eV
**ΔE to the lowest compared entry with this formula, charge and spin**: 4.604 eV
**HOMO (alpha / beta)**: -7.18 / -6.88 eV
**Gap between HOMO and LUMO (alpha / beta)**: 7.40 / 6.15 eV

These are the Mulliken partial charges, in e, on atoms 1 to 5: -0.982 -0.527 0.383 -0.495 -0.427

***

Molecular formula: C11H15BrN3O
Method: DFT, wB97M-V/def2-TZVPD

Atoms and positions in Å:
1 C 1.17625 6.30390 8.62799
2 N 0.04608 6.25620 8.95534
3 C 2.38262 6.22143 8.02080
4 C 3.45083 5.81329 8.74380
5 N 4.44668 5.32367 9.14099
6 Br 1.57097 1.99683 5.43921
7 H 2.42128 6.24546 6.88938
8 C 1.97780 -1.27442 4.52200
9 C 1.13268 -0.49275 5.50520
10 C -0.23151 -1.01348 5.77233
11 C -1.39312 0.00268 5.47817
12 C -1.49964 0.21501 3.97146
13 C -2.68967 -0.57967 6.03347
14 O -1.05772 1.11466 6.30582
15 C -1.73842 2.35644 6.03700
16 C 1.92542 -0.10821 6.59730
17 N 2.66687 0.14944 7.48688
18 H 2.87328 -0.67318 4.27331
19 H 2.31359 -2.29618 4.83509
20 H 1.46401 -1.46990 3.57842
21 H -0.42772 -1.91040 5.15478
22 H -0.30466 -1.29789 6.84174
23 H -1.66542 -0.74396 3.45939
24 H -2.36418 0.83232 3.72153
25 H -0.59486 0.65552 3.55353
26 H -2.96246 -1.56006 5.61847
27 H -2.57404 -0.65204 7.12434
28 H -3.49932 0.13585 5.83303
29 H -1.13491 3.06720 6.61259
30 H -1.71309 2.69690 4.97310
31 H -2.80007 2.41379 6.38084

Forces on atoms 1 to 6 (eV/Å):
-4.242 -0.066 0.659
2.012 0.304 -0.234
0.021 0.230 -2.462
3.906 -1.742 0.773
-1.803 1.101 -0.297
-0.740 -0.396 -1.872

Properties
**Electronic energy**: -88204.739 eV
**ΔE to the lowest compared entry with this formula, charge and spin**: 1.926 eV
**HOMO (alpha / beta)**: -8.99 / -8.99 eV
**Multiplicity**: 2
**Gap between HOMO and LUMO (alpha / beta)**: 7.07 / 6.37 eV

These are the Mulliken partial charges, in e, on atoms 1 to 5: 0.388 -0.374 -0.364 0.375 -0.341

***

Molecular formula: C21H25BN5OS2Sr
Method: DFT, wB97M-V/def2-TZVPD

Atoms and positions in Å:
1 Sr -0.75490 -0.83847 0.21821
2 C -0.19764 2.42818 1.72212
3 N 1.05970 1.75225 1.48121
4 C 2.06962 2.22403 0.66610
5 C 3.05910 1.31074 0.71798
6 N 2.66841 0.28497 1.54943
7 B 3.62433 -0.87681 1.95806
8 N 2.99287 -2.29473 1.74939
9 C 3.10976 -3.28051 2.70396
10 C 2.55159 -4.41257 2.22646
11 N 2.08417 -4.11050 0.96071
12 C 1.34610 -4.99641 0.08981
13 C 2.36739 -2.81157 0.67954
14 S 1.89916 -2.01639 -0.76071
15 C 1.43126 0.55159 2.00331
16 S 0.47025 -0.44443 3.01477
17 H -0.00999 3.49629 1.82795
18 H -0.62891 2.03738 2.64054
19 H -0.87381 2.28647 0.87572
20 H 1.95982 3.13128 0.10108
21 H 4.00808 1.28087 0.21569
22 H 3.87517 -0.79647 3.13925
23 H 4.61462 -0.76788 1.27208
24 H 3.57206 -3.07618 3.65213
25 H 2.43932 -5.39183 2.65592
26 H 1.51658 -6.02164 0.41395
27 H 1.69046 -4.86588 -0.93329
28 H 0.27818 -4.77812 0.12003
29 C -3.32380 -1.00141 1.55909
30 C -3.02376 -2.25601 0.67747
31 C -4.32340 -3.07369 0.60384
32 C -1.95648 -3.13699 1.42161
33 O -2.62329 -1.91545 -0.59085
34 H -3.89794 -1.28951 2.44413
35 H -3.91123 -0.29738 0.96748
36 H -2.45562 -0.47414 1.98377
37 H -4.66148 -3.43134 1.58098
38 H -4.15736 -3.92717 -0.05575
39 H -5.10736 -2.45655 0.16024
40 H -2.42441 -3.72890 2.21114
41 H -1.15839 -2.58851 1.94503
42 H -1.49832 -3.81239 0.69584
43 N -0.62937 7.87896 -6.02000
44 C -0.60885 6.93097 -5.36730
45 C -0.58246 5.75103 -4.55361
46 C -1.17925 5.75418 -3.29201
47 C -1.15096 4.61741 -2.51014
48 C -0.52809 3.44093 -2.95693
49 C 0.06416 3.45650 -4.23006
50 C 0.03938 4.58994 -5.01596
51 C -0.48928 2.27341 -2.14376
52 C -0.40407 1.27836 -1.42938
53 H -1.66333 6.65313 -2.93303
54 H -1.61636 4.61861 -1.53354
55 H 0.54658 2.55623 -4.58525
56 H 0.50197 4.58611 -5.99438

Forces on atoms 1 to 6 (eV/Å):
0.976 0.535 -1.099
-0.001 0.087 -0.008
-0.036 -0.066 -0.043
-0.017 0.036 0.045
0.019 0.001 0.001
-0.065 0.019 -0.019

Properties
**Electronic energy**: -54867.594 eV
**ΔE to the lowest compared entry with this formula, charge and spin**: 0.888 eV
**HOMO**: -5.27 eV
**Gap between HOMO and LUMO**: 7.80 eV
**Total charge**: -1

These are the Mulliken partial charges, in e, on atoms 1 to 5: 1.345 -1.008 0.387 -0.448 -0.737

***

Molecular formula: C3H5FN2S
Method: DFT, wB97M-V/def2-TZVPD

Atoms and positions in Å:
1 N -0.75475 -1.42837 -0.33777
2 C -1.38108 -0.23498 -0.04544
3 S -2.98389 -0.11770 0.05536
4 N -0.57333 0.88256 0.18313
5 C 0.75945 1.16552 -0.20041
6 C 1.80598 0.23659 -0.08750
7 F 1.82646 -1.17904 0.28811
8 H 0.13228 -1.81407 0.28993
9 H -1.51752 -2.00788 -0.14624
10 H -1.14724 1.68788 0.69262
11 H 0.93574 2.34021 -0.30620
12 H 2.89789 0.46929 -0.38561

Forces on atoms 1 to 6 (eV/Å):
2.749 -0.414 2.079
2.883 0.862 0.528
-1.625 0.273 0.132
-1.726 2.093 1.104
1.469 -1.260 1.796
1.044 1.017 -0.887

Properties
**Electronic energy**: -19722.633 eV
**ΔE to the lowest compared entry with this formula, charge and spin**: 1.993 eV
**HOMO**: -8.51 eV
**SMILES**: NC(=S)N/C=C\F
**Gap between HOMO and LUMO**: 8.95 eV

These are the Mulliken partial charges, in e, on atoms 1 to 5: -0.519 0.354 -0.430 -0.237 -0.155

***

Molecular formula: C6H13NO2
Method: DFT, wB97M-V/def2-TZVPD

Atoms and positions in Å:
1 C 1.44788 -0.50679 1.48154
2 C 1.37143 0.02109 -0.08446
3 O 1.87316 -0.93932 -0.91940
4 C -0.12587 0.33362 -0.38444
5 C -0.63448 1.49713 0.46402
6 C -0.29977 0.67081 -1.87327
7 C -0.83393 -0.98931 -0.12096
8 N -1.97072 -0.98827 0.60222
9 O -0.40782 -2.03975 -0.62863
10 H 0.94830 -1.46073 1.62788
11 H 1.11125 0.22117 2.21310
12 H 2.51121 -0.68094 1.64359
13 H 1.97339 0.93541 -0.14685
14 H 1.12467 -1.72449 -0.88926
15 H -0.68556 1.24700 1.52445
16 H -1.62836 1.80760 0.13976
17 H 0.04672 2.34364 0.35563
18 H -1.35818 0.74285 -2.12812
19 H 0.18923 1.61898 -2.09363
20 H 0.15503 -0.09858 -2.49336
21 H -2.44325 -1.86773 0.73537
22 H -2.36433 -0.14339 0.97483

Forces on atoms 1 to 6 (eV/Å):
0.946 0.765 -1.816
-0.887 -0.465 2.910
-1.162 -2.385 -0.421
0.315 -0.005 -0.156
0.054 -0.223 0.092
-0.018 -0.238 0.059

Properties
**Electronic energy**: -12018.367 eV
**ΔE to the lowest compared entry with this formula, charge and spin**: 0.358 eV
**HOMO**: -9.26 eV
**SMILES**: C[C@@H](O)C(C)(C)C(N)=O
**Gap between HOMO and LUMO**: 9.94 eV

These are the Mulliken partial charges, in e, on atoms 1 to 5: -1.194 -0.278 -0.654 2.031 -2.316

***

Molecular formula: C26H21KN6O7
Method: DFT, wB97M-V/def2-TZVPD

Atoms and positions in Å:
1 K 8.58329 12.71476 14.88952
2 O 7.14229 14.22831 17.68335
3 C 7.53667 15.21673 18.29906
4 C 6.96392 16.53321 18.11760
5 C 7.44404 17.64188 18.75900
6 C 8.51321 17.60498 19.61589
7 C 9.13932 16.33155 19.86990
8 C 8.64207 15.16615 19.33638
9 C 9.12457 13.91496 19.85897
10 N 9.40124 12.95882 19.05556
11 N 9.82358 11.80414 19.33276
12 C 10.17839 11.12323 18.11806
13 O 9.89408 11.47170 17.01561
14 C 10.98125 9.86804 18.30986
15 C 10.89451 8.94256 17.23865
16 C 11.31469 7.64057 17.39607
17 C 11.81673 7.20362 18.63405
18 C 11.87797 8.13222 19.70435
19 C 11.43500 9.43358 19.53943
20 H 6.06072 16.64556 17.53344
21 H 6.99340 18.61931 18.60540
22 H 8.87280 18.52410 20.14231
23 H 10.03184 16.24296 20.53521
24 H 9.41924 13.87188 20.91309
25 H 10.42902 9.13114 16.22578
26 H 11.14496 6.87214 16.62093
27 H 12.06137 6.17354 18.81653
28 H 12.24152 7.78510 20.64118
29 H 11.35936 10.16657 20.29619
30 O 6.51201 13.90392 13.68599
31 C 6.33097 14.76031 12.77810
32 C 6.87376 14.85821 11.53012
33 C 6.11401 15.52361 10.53436
34 C 6.51173 15.45566 9.18949
35 C 7.63942 14.74406 8.78949
36 C 8.43754 14.17480 9.79416
37 C 8.14239 14.24554 11.18604
38 O 8.87223 13.80086 12.09499
39 N 5.62350 16.12809 8.22112
40 O 4.81336 16.93009 8.71879
41 O 5.71099 15.84766 7.00930
42 H 5.48338 15.50077 12.94260
43 H 5.18055 16.02397 10.84025
44 H 8.04203 14.80628 7.78371
45 H 9.37177 13.65945 9.56693
46 C 7.79694 7.50819 14.15024
47 N 8.28580 8.58589 13.31234
48 C 8.86177 8.23358 12.09272
49 C 9.37126 9.20364 11.30747
50 C 9.31822 10.59405 11.78679
51 N 8.92970 10.89709 13.00939
52 C 8.36111 9.91136 13.83727
53 O 8.01079 10.13795 15.00978
54 N 9.74168 11.54294 10.90641
55 H 8.12122 6.53298 13.80023
56 H 6.66540 7.46141 14.06888
57 H 8.04198 7.61746 15.18484
58 H 8.84784 7.15036 11.86440
59 H 9.81566 8.97284 10.34419
60 H 9.73882 11.30053 9.88922
61 H 9.61583 12.53947 11.25636

Forces on atoms 1 to 6 (eV/Å):
-0.042 0.703 1.088
-0.558 -1.233 -0.833
1.006 1.359 1.261
-0.109 -0.630 0.065
0.026 0.886 0.217
1.966 -0.293 1.265

Properties
**Electronic energy**: -66898.426 eV
**ΔE to the lowest compared entry with this formula, charge and spin**: 1.834 eV
**HOMO**: 0.17 eV
**Gap between HOMO and LUMO**: 3.34 eV
**Total charge**: -2

These are the Mulliken partial charges, in e, on atoms 1 to 5: 0.960 -0.758 0.125 -0.730 -0.223